C3H2EuFO2 | ωB97M-V/def2-TZVPD

Results
- Relative energy (zero: lowest compared OMol25 entry of this formula, charge and spin): 320.6 kJ/mol
- <S²>: 15.77
- Max |F|: 6.7 eV/Å

```
! wB97M-V def2-TZVPD RIJCOSX def2/J DEFGRID3
* xyz 1 8
Eu 3.33754 -0.88039 0.24621
F -1.76809 1.28080 0.09909
O -2.02558 -1.23402 0.44423
O 0.29921 -1.21688 -0.26046
C -1.08127 -0.50746 0.30289
C 0.77123 0.10905 -0.56088
C -0.28122 0.75500 0.25209
H 0.71953 0.34035 -1.63585
H 0.02865 1.35355 1.11270
*
```